{
  "formula": "C22H42Cl8CsFGaKN4NaO8P2",
  "method": "ωB97M-V with the def2-TZVPD basis set",
  "lumo_ev": -3.98,
  "charge": 1,
  "species": ["O", "H", "N", "N", "H", "H", "O", "O", "H", "H", "O", "C", "C", "Cl", "C", "C", "H", "C", "Cs", "H", "C", "H", "C", "O", "H", "Cl", "H", "C", "O", "H", "Cl", "C", "H", "P", "H", "C", "H", "O", "Na", "H", "C", "C", "H", "H", "Cl", "N", "H", "N", "Cl", "H", "C", "K", "H", "H", "H", "H", "H", "C", "H", "H", "Ga", "H", "H", "H", "C", "H", "H", "Cl", "C", "P", "C", "H", "H", "H", "Cl", "H", "H", "H", "C", "H", "Cl", "H", "C", "C", "H", "O", "C", "H", "C", "H", "F"],
  "positions_angstrom": [[9.7401, 6.7593, 2.2234], [2.1109, -3.4192, -3.2309], [1.1300, 0.6898, -4.1530], [-0.3356, -1.0976, -4.9739], [-0.9813, 0.8672, 1.4055], [-3.3898, -5.5692, 8.4348], [-3.7613, 1.7051, -0.6577], [-4.7065, 2.1589, 1.9220], [2.1576, -2.2507, -4.5109], [-1.9053, -2.2399, -5.8565], [-4.7373, -5.2369, 6.1466], [1.7240, 1.5278, 1.3940], [1.4359, 3.1447, 1.1190], [-4.9084, -4.9375, 1.3216], [0.9929, 2.1108, -3.8008], [0.0322, 3.7121, 1.2112], [-1.8978, -2.2534, -4.1026], [-1.7957, 5.0566, -4.0161], [-7.1957, -5.7122, 6.4526], [-4.4993, -7.8306, 5.6173], [6.4977, 5.4094, 1.6610], [7.2671, 6.7688, 3.0916], [-4.8848, -2.1810, -0.5771], [5.8812, 3.8729, -0.0105], [-3.0457, -8.1044, 6.6055], [-0.4864, 5.6020, -5.0944], [4.6969, 4.8214, 1.5640], [8.8334, 6.1128, 1.7105], [5.2026, 5.4307, 2.1450], [2.9437, 0.0694, -3.2301], [2.9377, 4.1588, 0.6641], [2.5477, 0.3652, -4.2106], [-0.4101, -1.9602, -1.1767], [-3.5273, 2.7414, 0.7274], [-5.2821, -5.3387, 6.9447], [-1.7162, -1.6204, -4.9748], [-3.5500, -3.1858, 2.1360], [0.2667, 0.2978, -2.0129], [0.9043, 7.7465, 0.5060], [-2.5291, -4.4427, 7.3944], [0.0524, -2.5997, -1.9349], [-3.9346, -7.4772, 6.4867], [-4.1114, -4.2693, 3.4418], [-0.0628, 2.3930, -3.7284], [-1.1789, 4.9313, -2.3491], [0.7753, -1.8132, -2.9407], [-0.7424, -3.1973, -2.3929], [-3.4260, -0.6294, 1.2111], [-2.1873, -5.1021, 2.3548], [-2.4466, -0.8009, -4.9477], [-0.1864, -0.3296, -6.2184], [-6.3957, -0.8514, -2.3951], [1.1899, 1.1323, 2.3780], [8.3376, 3.9198, -0.9236], [0.8643, -0.1357, -6.4524], [-1.8612, -6.0678, 7.6738], [-5.8957, -1.7776, -0.6822], [6.7807, 4.5456, 0.4821], [3.1443, 1.2095, -4.5749], [-0.7310, 0.6200, -6.1773], [-1.4537, 2.3675, 1.7380], [1.2413, 0.9323, 0.4840], [1.4390, 2.7494, -4.5707], [-4.2285, 1.3391, 2.3009], [7.4582, 6.1382, 2.2328], [2.7324, -0.4233, -4.9405], [0.7275, -3.2767, -1.4001], [-3.1349, 6.2307, -4.0670], [1.4787, -2.7419, -3.8182], [-0.0135, -0.3514, -3.3903], [-3.7215, -4.2265, 2.4219], [2.8605, 1.2883, 1.5155], [-4.3972, -2.1795, -1.5559], [-0.5602, -0.8976, -7.0794], [-2.3826, 3.4626, -4.5536], [-4.5805, -7.6167, 7.3608], [-1.6886, 2.5064, 3.3349], [1.4756, 2.3418, -2.8424], [-3.5553, -6.0146, 6.3186], [-4.9481, -3.2099, -0.2125], [-0.2034, 5.5144, 0.8280], [-2.9276, 1.1909, -0.8936], [-4.0874, -1.3329, 0.4003], [-2.7847, -5.4999, 7.5239], [0.7931, -3.3624, -4.4061], [10.3988, 5.2705, 0.0135], [9.1099, 5.2700, 0.5144], [10.9057, 5.8751, 0.5982], [8.1501, 4.5386, -0.0552], [-2.9487, -5.8930, 5.4146], [-0.8957, -7.4389, 6.6660]]
}